Record 1
Here is an isolated molecule of C6H8 from the Open Molecules 2025 dataset. Energies are from the ωB97M-V functional and the def2-TZVPD basis.

Last column: Löwdin charge in e.
Positions of all 14 atoms, in Å:
C: -1.509 0.184 0.172  -0.122
C: -0.814 1.265 -0.122  -0.070
C: 0.653 0.953 -0.391  -0.212
C: 1.466 0.115 0.585  -0.096
C: 0.663 -0.592 -0.494  -0.244
C: -0.753 -1.087 -0.072  -0.170
H: -2.542 0.155 0.547  0.107
H: -1.217 2.289 0.063  0.110
H: 1.275 1.463 -1.103  0.113
H: 2.549 -0.057 0.427  0.106
H: 1.044 -0.017 1.628  0.126
H: 1.126 -1.277 -1.256  0.141
H: -0.622 -1.665 0.813  0.091
H: -1.319 -1.729 -0.797  0.120

Computed properties:
multiplicity = 1
SMILES = C1=C[C@H]2C[C@H]2C1
energy relative to the best compared isomer or geometry (same formula, charge and spin) = 0.980 eV
frontier orbital gap = 10.30 eV

---

Record 2
Here is an isolated molecule of C6H8 from the Open Molecules 2025 dataset. Energies are from the ωB97M-V functional and the def2-TZVPD basis.

Last column: Löwdin charge in e.
Positions of all 14 atoms, in Å:
C: 1.276 2.287 -0.331  0.039
C: 0.765 1.489 0.619  -0.194
C: -0.595 1.089 0.662  -0.248
C: -0.633 -0.322 0.349  -0.022
C: -0.540 -1.420 -0.122  -0.115
C: -0.580 -2.779 -0.505  -0.136
H: 2.220 2.643 -0.528  0.026
H: 0.618 2.626 -1.061  0.037
H: 1.444 1.021 1.376  0.129
H: -1.233 1.457 -0.021  0.086
H: -1.035 1.379 1.582  0.118
H: 0.407 -3.197 -0.811  0.080
H: -1.140 -2.807 -1.510  0.104
H: -0.974 -3.466 0.300  0.097

Computed properties:
multiplicity = 1
SMILES = C=CCC#CC
energy relative to the best compared isomer or geometry (same formula, charge and spin) = 2.404 eV
frontier orbital gap = 10.22 eV

---

Record 3
Here is an isolated molecule of C6H8 from the Open Molecules 2025 dataset. Energies are from the ωB97M-V functional and the def2-TZVPD basis.

Last column: Löwdin charge in e.
Positions of all 14 atoms, in Å:
C: -1.365 1.348 -2.009  -0.108
C: -0.482 0.334 -1.451  -0.091
C: 0.107 -0.456 -0.757  -0.020
C: 0.366 -1.183 0.465  -0.310
C: 1.523 -0.920 1.384  -0.118
C: 0.196 -0.283 1.671  -0.120
H: -2.367 0.919 -2.099  0.079
H: -1.046 1.739 -2.977  0.070
H: -1.424 2.180 -1.296  0.080
H: -0.077 -2.175 0.494  0.133
H: 1.820 -1.765 1.998  0.098
H: 2.341 -0.299 1.031  0.104
H: -0.433 -0.610 2.493  0.099
H: 0.101 0.770 1.413  0.104

Computed properties:
multiplicity = 1
SMILES = CC#CC1CC1
energy relative to the best compared isomer or geometry (same formula, charge and spin) = 1.990 eV
frontier orbital gap = 9.92 eV